Record 1
The following is a DFT calculation (ωB97M-V with the def2-TZVPD basis set) of a cluster of 2 separate species, C4H12N2O in total in a non-equilibrium geometry.

CARTESIAN COORDINATES (ANGSTROEM)
C (1.47, -0.45, -0.30)
C (2.52, 0.63, -0.25)
N (-0.76, 0.14, 1.61)
H (-1.23, -0.44, 2.29)
H (-0.51, 1.02, 2.04)
H (1.37, -1.01, 0.62)
H (1.66, -1.18, -1.09)
H (2.63, 1.12, -1.21)
H (3.48, 0.18, 0.01)
H (2.25, 1.39, 0.48)
C (-2.23, -0.94, -0.02)
C (-1.46, 0.33, 0.34)
N (0.01, 0.21, -1.11)
O (-1.86, 1.48, 0.08)
H (0.01, 1.22, -1.05)
H (-0.09, 0.07, -2.11)
H (-2.37, -0.96, -1.10)
H (-1.69, -1.85, 0.25)
H (-3.19, -0.94, 0.51)

Values from the calculation:
E_HOMO = -8.680 eV
HOMO-LUMO gap = 9.63 eV
SMILES = CC(N)=O.CCN
relative energy (zero: lowest compared OMol25 entry of this formula, charge and spin) = 63.4 kcal/mol

***

Record 2
The following is a DFT calculation (ωB97M-V with the def2-TZVPD basis set) of a structure of composition C44H46As2BN6O8Tl.

CARTESIAN COORDINATES (ANGSTROEM)
Tl (0.20, -0.11, -0.90)
C (2.34, -0.32, -6.58)
C (2.54, -0.24, -5.11)
C (3.69, -0.11, -4.41)
C (3.31, -0.17, -3.04)
N (1.95, -0.30, -2.95)
N (1.49, -0.33, -4.17)
B (-0.02, -0.42, -4.53)
N (-0.73, -1.57, -3.89)
N (-0.78, -1.79, -2.55)
C (-1.54, -2.88, -2.38)
C (-2.02, -3.35, -3.62)
C (-1.48, -2.52, -4.55)
C (-1.63, -2.57, -6.03)
C (-1.81, -3.47, -1.07)
C (-3.02, -4.12, -0.85)
C (-3.30, -4.70, 0.38)
C (-2.36, -4.64, 1.39)
C (-1.13, -4.02, 1.18)
C (-0.86, -3.43, -0.04)
N (-0.62, 0.97, -4.17)
N (-0.82, 1.40, -2.95)
C (-1.38, 2.65, -3.06)
C (-1.52, 2.98, -4.44)
C (-1.06, 1.92, -5.12)
C (-1.00, 1.70, -6.59)
C (-1.76, 3.45, -1.94)
C (-2.06, 4.81, -2.14)
C (-2.41, 5.62, -1.09)
C (-2.50, 5.08, 0.20)
C (-2.22, 3.74, 0.42)
C (-1.85, 2.93, -0.63)
C (4.15, -0.14, -1.88)
C (3.71, -0.59, -0.62)
C (4.53, -0.53, 0.48)
C (5.82, -0.02, 0.35)
C (6.29, 0.41, -0.89)
C (5.47, 0.34, -2.00)
H (3.31, -0.33, -7.07)
H (1.80, -1.22, -6.86)
H (1.78, 0.54, -6.96)
H (4.68, -0.05, -4.81)
H (-0.09, -0.52, -5.71)
H (-2.63, -4.21, -3.80)
H (-2.23, -3.44, -6.30)
H (-2.14, -1.68, -6.42)
H (-0.67, -2.65, -6.53)
H (-3.77, -4.16, -1.64)
H (-4.25, -5.19, 0.54)
H (-2.57, -5.10, 2.35)
H (-0.39, -4.00, 1.96)
H (0.12, -3.00, -0.22)
H (-1.95, 3.87, -4.86)
H (-1.40, 2.58, -7.09)
H (0.03, 1.55, -6.93)
H (-1.58, 0.83, -6.89)
H (-1.99, 5.24, -3.14)
H (-2.63, 6.67, -1.25)
H (-2.78, 5.72, 1.02)
H (-2.29, 3.32, 1.42)
H (-1.67, 1.88, -0.44)
H (2.72, -1.03, -0.54)
H (4.18, -0.87, 1.45)
H (6.46, 0.04, 1.21)
H (7.29, 0.81, -0.98)
H (5.83, 0.70, -2.96)
C (-1.92, 3.08, 6.05)
O (-0.59, 3.45, 5.64)
C (0.03, 2.88, 4.60)
O (0.70, 3.56, 3.86)
C (-0.11, 1.41, 4.34)
C (-0.18, 0.46, 5.28)
As (-0.75, -1.50, 5.12)
C (-2.59, -1.18, 5.71)
C (-0.95, -1.22, 3.19)
C (0.20, -0.75, 2.66)
As (0.01, 1.17, 2.34)
C (1.86, 1.71, 1.99)
C (1.50, -1.34, 3.09)
O (2.54, -0.74, 3.24)
O (1.41, -2.68, 3.15)
C (2.59, -3.36, 3.61)
C (-2.28, -1.11, 2.51)
O (-3.27, -1.60, 2.97)
O (-2.25, -0.50, 1.31)
C (-3.48, -0.59, 0.57)
C (0.00, 0.74, 6.75)
O (-0.88, 0.53, 7.54)
O (1.17, 1.22, 7.16)
C (2.29, 1.39, 6.29)
H (-2.05, 3.53, 7.03)
H (-2.06, 2.01, 6.12)
H (-2.63, 3.52, 5.34)
H (-2.53, -0.98, 6.78)
H (-3.16, -2.09, 5.52)
H (-3.04, -0.34, 5.19)
H (1.81, 2.69, 1.50)
H (2.32, 0.98, 1.33)
H (2.44, 1.79, 2.90)
H (2.29, -4.39, 3.78)
H (2.95, -2.91, 4.53)
H (3.37, -3.31, 2.85)
H (-3.23, -0.32, -0.46)
H (-4.22, 0.11, 0.97)
H (-3.88, -1.60, 0.61)
H (2.20, 2.33, 5.73)
H (2.40, 0.55, 5.60)
H (3.16, 1.45, 6.94)

Values from the calculation:
E_HOMO (alpha / beta) = -12.691 / -12.691 eV
HOMO-LUMO gap (alpha / beta) = 2.57 / 2.58 eV
total charge = +2
relative energy (zero: lowest compared OMol25 entry of this formula, charge and spin) = 0.0 kcal/mol

***

Record 3
The following is a DFT calculation (ωB97M-V with the def2-TZVPD basis set) of an isolated molecule of C6H12O.

CARTESIAN COORDINATES (ANGSTROEM)
C (-2.26, 0.57, 0.09)
C (-1.09, -0.35, 0.42)
C (-0.66, -1.20, -0.80)
O (0.76, -1.18, -0.85)
C (1.33, -0.36, 0.17)
C (2.42, 0.50, -0.47)
C (0.18, 0.44, 0.77)
H (-3.15, 0.02, -0.22)
H (-1.97, 1.23, -0.74)
H (-2.53, 1.19, 0.95)
H (-1.35, -1.01, 1.26)
H (-0.99, -2.24, -0.71)
H (-0.97, -0.77, -1.74)
H (1.79, -1.00, 0.94)
H (3.21, -0.13, -0.89)
H (2.87, 1.18, 0.26)
H (1.98, 1.09, -1.28)
H (0.14, 1.44, 0.32)
H (0.28, 0.58, 1.86)

Values from the calculation:
E_HOMO = -9.395 eV
HOMO-LUMO gap = 10.52 eV
SMILES = C[C@H]1CO[C@@H](C)C1
relative energy (zero: lowest compared OMol25 entry of this formula, charge and spin) = 9.9 kcal/mol

***

Record 4
The following is a DFT calculation (ωB97M-V with the def2-TZVPD basis set) of an isolated molecule of C4H5FN2S in a non-equilibrium geometry.

CARTESIAN COORDINATES (ANGSTROEM)
C (-2.45, -1.41, -0.01)
C (-1.14, -0.70, -0.05)
C (0.94, -0.04, 0.21)
C (-1.05, 0.72, -0.02)
H (-2.75, -1.84, -1.08)
H (-3.24, -0.60, 0.18)
H (-2.34, -2.17, 0.86)
H (3.09, -0.31, 1.07)
H (0.70, 1.92, 0.28)
N (0.18, -1.14, 0.07)
N (0.27, 1.10, 0.10)
F (-2.13, 1.52, -0.06)
S (2.67, -0.11, -0.17)

Values from the calculation:
E_HOMO = -8.571 eV
HOMO-LUMO gap = 9.26 eV
SMILES = Cc1nc(S)[nH]c1F
relative energy (zero: lowest compared OMol25 entry of this formula, charge and spin) = 28.7 kcal/mol

***

Record 5
The following is a DFT calculation (ωB97M-V with the def2-TZVPD basis set) of an isolated molecule of C18H13NO3S in a non-equilibrium geometry.

CARTESIAN COORDINATES (ANGSTROEM)
O (1.45, 0.12, 2.15)
O (-1.67, -2.16, -0.96)
O (-0.62, -0.23, -1.95)
C (0.86, 0.21, 1.07)
C (0.80, 3.58, -0.48)
C (1.57, 2.48, 0.09)
C (-0.54, 3.32, -0.35)
C (0.64, 1.54, 0.47)
C (3.76, -3.15, -1.52)
C (-4.08, 1.73, 1.58)
C (3.18, -3.62, -0.36)
C (3.25, -1.97, -2.05)
C (-4.38, 0.41, 1.31)
C (-2.86, 2.29, 1.23)
C (2.15, -2.91, 0.25)
C (2.21, -1.27, -1.47)
C (-3.45, -0.37, 0.67)
C (-1.88, 1.50, 0.57)
C (1.58, -1.78, -0.30)
C (-2.20, 0.18, 0.29)
N (-0.64, 2.07, 0.22)
C (0.43, -1.11, 0.39)
S (-1.02, -0.87, -0.68)
H (1.21, 4.54, -0.89)
H (2.65, 2.40, 0.21)
H (-1.36, 3.99, -0.65)
H (4.56, -3.69, -2.01)
H (-4.86, 2.38, 2.03)
H (3.54, -4.52, 0.13)
H (3.72, -1.61, -2.96)
H (-5.32, 0.00, 1.60)
H (-2.68, 3.32, 1.46)
H (1.75, -3.29, 1.22)
H (1.92, -0.34, -1.93)
H (-3.70, -1.43, 0.43)
H (0.05, -1.74, 1.21)

Values from the calculation:
E_HOMO = -9.083 eV
HOMO-LUMO gap = 9.01 eV
SMILES = O=C1c2cccn2-c2ccccc2S(=O)(=O)[C@H]1c1ccccc1
relative energy (zero: lowest compared OMol25 entry of this formula, charge and spin) = 44.4 kcal/mol

***

Record 6
The following is a DFT calculation (ωB97M-V with the def2-TZVPD basis set) of a cluster of 2 separate species, H4N2S2 in total in a non-equilibrium geometry.

CARTESIAN COORDINATES (ANGSTROEM)
N (-1.62, 1.02, -1.30)
N (1.74, -0.96, 1.56)
S (-3.16, 1.27, -1.82)
S (0.83, -1.68, 0.38)
H (-1.17, 0.14, -0.89)
H (-0.92, 1.73, -1.34)
H (2.33, -1.58, 2.06)
H (1.96, 0.07, 1.34)

Values from the calculation:
E_HOMO (alpha / beta) = -8.166 / -8.575 eV
multiplicity = 3
HOMO-LUMO gap (alpha / beta) = 8.52 / 7.34 eV
relative energy (zero: lowest compared OMol25 entry of this formula, charge and spin) = 0.0 kcal/mol

***

Record 7
The following is a DFT calculation (ωB97M-V with the def2-TZVPD basis set) of a cluster of 2 separate species, C2H2OS in total.

CARTESIAN COORDINATES (ANGSTROEM)
C (1.13, -0.54, 0.06)
C (1.82, 0.43, -0.08)
O (-2.31, 0.44, 0.13)
S (-3.61, -0.20, -0.07)
H (0.53, -1.39, 0.21)
H (2.45, 1.25, -0.24)

Values from the calculation:
E_HOMO (alpha / beta) = -9.339 / -9.334 eV
HOMO-LUMO gap (alpha / beta) = 7.80 / 7.78 eV
SMILES = C#C.O=S
relative energy (zero: lowest compared OMol25 entry of this formula, charge and spin) = 66.2 kcal/mol

***

Record 8
The following is a DFT calculation (ωB97M-V with the def2-TZVPD basis set) of a cluster of 8 separate species, C18H38Br12N2O2 in total in a non-equilibrium geometry.

CARTESIAN COORDINATES (ANGSTROEM)
Br (-3.89, 2.40, -4.21)
C (-4.17, 0.64, -3.36)
C (-2.94, 0.42, -2.47)
Br (-1.40, 0.20, -3.72)
H (-4.37, -0.10, -4.14)
H (-5.15, 0.73, -2.90)
H (-3.08, -0.51, -1.92)
H (-2.82, 1.27, -1.80)
Br (3.79, 0.80, 4.76)
C (2.71, 1.56, 3.28)
C (2.86, 3.02, 3.16)
Br (1.74, 3.52, 1.55)
H (1.68, 1.31, 3.57)
H (2.94, 1.02, 2.35)
H (3.83, 3.45, 2.90)
H (2.40, 3.50, 4.02)
Br (-2.29, -6.30, 6.27)
C (-1.89, -4.36, 5.89)
C (-1.27, -4.22, 4.52)
Br (-0.83, -2.37, 4.38)
H (-1.21, -4.07, 6.70)
H (-2.80, -3.76, 5.89)
H (-2.00, -4.40, 3.73)
H (-0.35, -4.80, 4.51)
Br (-1.61, 1.50, 2.66)
C (-0.95, 0.81, 0.92)
C (-0.18, -0.52, 1.16)
Br (0.43, -1.22, -0.58)
H (-0.41, 1.59, 0.39)
H (-1.78, 0.62, 0.24)
H (-0.93, -1.13, 1.67)
H (0.66, -0.47, 1.85)
Br (0.03, 1.93, 7.13)
C (-1.06, 0.41, 6.52)
C (-2.29, 0.24, 7.44)
Br (-3.66, -1.07, 6.84)
H (-0.43, -0.47, 6.39)
H (-1.45, 0.70, 5.55)
H (-2.77, 1.19, 7.70)
H (-1.98, -0.18, 8.40)
Br (-1.80, 3.83, -0.99)
C (-0.03, 4.80, -1.30)
C (-0.19, 5.85, -2.34)
Br (1.63, 6.23, -3.15)
H (0.68, 4.02, -1.55)
H (0.24, 5.25, -0.34)
H (-0.62, 6.80, -2.03)
H (-0.83, 5.50, -3.15)
C (0.15, -3.91, -3.27)
O (0.54, -4.80, -2.44)
N (-0.13, -4.14, -4.56)
C (-0.83, -3.09, -5.41)
C (0.20, -5.46, -5.13)
H (0.03, -2.84, -3.03)
H (-1.69, -3.60, -5.83)
H (-0.28, -2.80, -6.30)
H (-1.15, -2.26, -4.79)
H (0.68, -5.36, -6.10)
H (1.04, -5.76, -4.50)
H (-0.59, -6.22, -5.09)
C (3.77, 2.40, -3.93)
O (2.93, 3.15, -4.47)
N (3.40, 1.43, -3.09)
C (4.35, 0.46, -2.59)
C (2.00, 1.14, -2.72)
H (4.84, 2.62, -4.07)
H (4.75, -0.24, -3.32)
H (3.99, -0.19, -1.78)
H (5.12, 1.03, -2.08)
H (1.36, 1.71, -3.39)
H (1.63, 0.12, -2.80)
H (1.73, 1.46, -1.71)

Values from the calculation:
E_HOMO = -9.285 eV
HOMO-LUMO gap = 9.36 eV
SMILES = CN(C)C=O.CN(C)C=O.BrCCBr.BrCCBr.BrCCBr.BrCCBr.BrCCBr.BrCCBr
relative energy (zero: lowest compared OMol25 entry of this formula, charge and spin) = 45.2 kcal/mol

***

Record 9
The following is a DFT calculation (ωB97M-V with the def2-TZVPD basis set) of a cluster of 24 separate species, C8H53F2N3O25 in total in a non-equilibrium geometry.

CARTESIAN COORDINATES (ANGSTROEM)
C (-4.29, 1.20, -0.48)
C (-3.06, 1.07, -1.39)
O (-3.18, 1.37, -2.55)
N (-1.80, 0.62, -0.74)
C (-1.67, -0.78, -1.09)
C (-0.53, -1.67, -0.55)
O (-2.49, -1.31, -1.78)
C (-0.62, 1.41, -1.14)
C (-0.03, 0.99, -2.50)
N (0.38, 0.77, -3.52)
C (0.47, 1.53, -0.03)
F (1.58, 0.80, -0.26)
F (0.88, 2.85, -0.03)
C (-0.17, 1.24, 1.32)
N (-0.60, 1.22, 2.35)
H (-5.09, 0.55, -0.89)
H (-4.57, 2.27, -0.50)
H (-4.06, 0.92, 0.58)
H (-0.66, -1.90, 0.52)
H (0.47, -1.25, -0.78)
H (-0.57, -2.64, -1.08)
H (-0.99, 2.45, -1.31)
O (-3.57, -0.46, -4.75)
H (-2.95, -0.32, -5.47)
H (-3.33, 0.21, -4.10)
O (-3.99, -0.35, 2.70)
H (-4.59, -1.03, 3.02)
H (-3.19, -0.49, 3.22)
O (4.40, 0.14, 0.65)
H (3.64, 0.74, 0.68)
H (4.40, -0.18, -0.26)
O (3.03, 3.49, 2.02)
H (2.52, 3.06, 2.72)
H (2.48, 3.38, 1.24)
O (6.38, 1.60, -1.55)
H (6.36, 1.37, -0.61)
H (5.95, 2.46, -1.58)
O (-6.65, -1.19, 3.94)
H (-7.13, -1.63, 4.65)
H (-7.21, -1.30, 3.17)
O (-2.99, 4.18, -1.10)
H (-2.28, 4.85, -1.11)
H (-2.85, 3.68, -1.91)
O (5.42, -0.43, 3.36)
H (4.95, -0.21, 2.54)
H (5.14, -1.33, 3.55)
O (-6.70, -1.37, 7.29)
H (-6.08, -1.21, 6.57)
H (-6.44, -0.72, 7.96)
O (-5.33, -1.82, -0.38)
H (-4.57, -1.61, -0.93)
H (-5.67, -2.63, -0.76)
O (1.87, -2.27, -2.02)
H (2.55, -1.60, -2.06)
H (2.01, -2.80, -2.82)
O (-1.50, 3.80, -3.78)
H (-0.86, 4.20, -4.39)
H (-2.05, 3.26, -4.35)
O (-1.44, 7.12, -1.74)
H (-2.20, 7.71, -1.68)
H (-1.44, 6.82, -2.65)
O (1.32, 5.70, 0.09)
H (0.84, 5.94, -0.72)
H (1.05, 4.79, 0.26)
O (8.06, 2.45, 0.96)
H (8.20, 2.48, 1.91)
H (8.63, 1.74, 0.67)
O (3.39, -4.57, -1.50)
H (3.39, -4.77, -0.55)
H (2.93, -3.72, -1.55)
O (9.20, 0.64, 2.84)
H (8.56, -0.02, 3.13)
H (9.97, 0.49, 3.39)
O (-6.53, -0.17, -3.64)
H (-5.76, 0.03, -4.18)
H (-6.87, -1.00, -4.00)
O (0.73, -1.17, 3.74)
H (0.73, -1.42, 4.67)
H (0.29, -0.32, 3.73)
O (2.50, -3.37, -4.82)
H (2.01, -2.92, -5.51)
H (2.82, -4.18, -5.24)
O (4.92, -3.71, 3.70)
H (5.27, -3.80, 4.60)
H (4.75, -4.62, 3.43)
O (-1.39, -4.12, 1.16)
H (-1.16, -5.04, 0.96)
H (-2.23, -4.18, 1.63)
O (-0.51, -6.45, -0.56)
H (0.26, -6.24, -1.10)
H (-0.83, -7.29, -0.92)

Values from the calculation:
E_HOMO = -10.499 eV
HOMO-LUMO gap = 10.42 eV

***

Record 10
The following is a DFT calculation (ωB97M-V with the def2-TZVPD basis set) of a structure of composition C6H15N2P in a non-equilibrium geometry.

CARTESIAN COORDINATES (ANGSTROEM)
C (1.26, -0.65, 1.83)
C (0.63, 1.62, -1.38)
C (1.76, 0.64, -1.05)
C (-0.57, 1.56, -0.41)
C (-2.18, 0.40, 0.67)
C (-0.24, -2.74, 0.23)
N (1.33, -0.83, -1.02)
N (-1.27, 0.35, -0.43)
P (0.43, -1.02, 0.34)
H (0.78, -1.06, 2.69)
H (1.43, 0.36, 1.94)
H (1.08, 2.61, -1.67)
H (0.28, 1.38, -2.39)
H (2.71, 0.88, -1.61)
H (2.14, 0.86, -0.01)
H (-0.24, 1.89, 0.68)
H (-1.28, 2.37, -0.59)
H (-1.86, 0.66, 1.77)
H (-3.08, 1.11, 0.49)
H (-2.65, -0.55, 0.69)
H (-1.19, -2.68, 0.90)
H (-0.42, -3.18, -0.72)
H (0.43, -3.29, 0.83)
H (0.69, -0.69, -1.80)

Values from the calculation:
E_HOMO = -7.653 eV
HOMO-LUMO gap = 8.48 eV
relative energy (zero: lowest compared OMol25 entry of this formula, charge and spin) = 53.3 kcal/mol

***

Record 11
The following is a DFT calculation (ωB97M-V with the def2-TZVPD basis set) of a structure of composition C33H28ClGeO8SSn.

CARTESIAN COORDINATES (ANGSTROEM)
Sn (1.02, 0.27, -1.14)
O (3.27, -1.82, 1.01)
Cl (2.93, -0.49, 1.50)
O (4.09, 0.15, 2.09)
O (2.66, 0.38, 0.21)
O (-0.52, -0.22, 1.63)
C (-0.18, 0.60, 0.82)
Ge (-0.42, 2.47, 1.83)
C (-0.24, 4.36, 1.31)
C (-0.55, 5.35, 2.24)
C (-0.46, 6.69, 1.92)
C (-0.04, 7.07, 0.65)
C (0.27, 6.11, -0.29)
C (0.17, 4.76, 0.04)
C (-2.30, 2.34, 2.40)
C (-3.24, 3.10, 1.70)
C (-4.60, 3.00, 1.93)
C (-5.07, 2.11, 2.89)
C (-4.16, 1.33, 3.59)
C (-2.80, 1.45, 3.35)
C (0.85, 2.23, 3.31)
C (1.97, 3.06, 3.36)
C (2.96, 2.88, 4.31)
C (2.86, 1.87, 5.24)
C (1.75, 1.03, 5.21)
C (0.76, 1.21, 4.26)
H (-0.88, 5.07, 3.23)
H (-0.70, 7.44, 2.65)
H (0.04, 8.12, 0.39)
H (0.60, 6.39, -1.28)
H (0.43, 4.01, -0.70)
H (-2.89, 3.82, 0.96)
H (-5.30, 3.62, 1.38)
H (-6.13, 2.02, 3.08)
H (-4.51, 0.63, 4.34)
H (-2.12, 0.81, 3.91)
H (2.08, 3.86, 2.63)
H (3.83, 3.53, 4.30)
H (3.64, 1.72, 5.97)
H (1.67, 0.22, 5.92)
H (-0.06, 0.51, 4.23)
C (-5.11, -0.34, -0.06)
S (-3.39, -0.76, 0.25)
O (-3.38, -2.25, 0.35)
C (-2.80, -0.32, -1.40)
C (-2.74, 1.01, -1.78)
C (-2.36, 1.32, -3.08)
C (-2.00, 0.31, -3.96)
C (-2.02, -1.01, -3.55)
C (-2.43, -1.34, -2.26)
H (-5.47, -0.97, -0.87)
H (-5.20, 0.72, -0.31)
H (-5.65, -0.54, 0.86)
H (-2.97, 1.80, -1.07)
H (-2.30, 2.36, -3.38)
H (-1.67, 0.56, -4.96)
H (-1.70, -1.79, -4.22)
H (-2.42, -2.36, -1.90)
O (-1.36, -3.69, -0.70)
C (-0.27, -4.48, -0.53)
C (-0.36, -5.77, -0.02)
C (0.77, -6.57, 0.05)
C (1.99, -6.10, -0.40)
C (2.08, -4.82, -0.90)
C (0.96, -3.99, -0.96)
C (1.17, -2.56, -1.35)
O (2.07, -2.22, -2.11)
O (0.42, -1.72, -0.72)
H (-1.98, -3.75, 0.04)
H (-1.33, -6.14, 0.30)
H (0.68, -7.57, 0.46)
H (2.87, -6.73, -0.34)
H (3.02, -4.40, -1.22)

Values from the calculation:
E_HOMO = -4.143 eV
HOMO-LUMO gap = 6.48 eV
total charge = -1
relative energy (zero: lowest compared OMol25 entry of this formula, charge and spin) = 0.0 kcal/mol

***

Record-wise E values, in eV: -9368.4424; -198724.7351; -8463.9256; -20760.7453; -37343.1435; -24713.2104; -14984.8405; -866866.5452; -70247.5967; -18730.4392; -136756.5704